[1]
# C35H31Br2FeN3O3PTe4

C35H31Br2FeN3O3PTe4 as an isolated structure (ωB97M-V/def2-TZVPD, the Open Molecules 2025 dataset).

- net charge = -1
- 2S+1 = 5
- relative energy (zero: lowest compared OMol25 entry of this formula, charge and spin) (kJ/mol) = 0.00
- E_tot (eV) = -260348.5091
- <S²> = 6.01
- Kohn-Sham gap (spin up / spin down) (eV) = 4.67 / 4.63
- strongest force on any atom (eV Å⁻¹) = 1.82

Geometry (Å):
Fe -0.01921 -0.26555 -0.06174
C -1.33865 -3.14488 -1.99647
C -1.48444 -3.97829 -0.73336
C -2.73166 -4.85697 -0.90285
C -1.59638 -3.18752 0.58105
C -1.82657 -4.16659 1.73195
O -0.83176 -3.82357 2.69159
C -0.00953 -2.89627 2.14528
N -0.35897 -2.44408 0.99516
C 1.12810 -2.63479 3.08028
C 1.09243 -3.34081 4.29808
C 2.09922 -3.23958 5.23550
C 3.19470 -2.42506 4.99626
C 3.23820 -1.70308 3.82155
C 2.22881 -1.79129 2.85642
P 2.25379 -0.59086 1.49364
C 2.50260 0.94396 2.46093
C 1.70605 1.14283 3.59269
C 1.75421 2.33744 4.28898
C 2.59755 3.35708 3.86275
C 3.39011 3.16847 2.74358
C 3.34618 1.96743 2.04635
C 3.84416 -0.86477 0.62911
C 4.06021 -0.12501 -0.53891
C 5.20198 -0.32737 -1.30009
C 6.13568 -1.28326 -0.92092
C 5.91878 -2.03590 0.22190
C 4.78178 -1.83007 0.99221
H -1.05631 -3.78456 -2.83599
H -0.58622 -2.36591 -1.90470
H -2.27664 -2.66415 -2.27169
H -0.59914 -4.61575 -0.61833
H -3.63097 -4.23591 -0.86866
H -2.82656 -5.64206 -0.15141
H -2.70800 -5.33750 -1.88118
H -2.40392 -2.45508 0.52396
H -1.63500 -5.19887 1.43588
H -2.81174 -4.09130 2.18875
H 0.25281 -3.97894 4.51237
H 2.01981 -3.79646 6.16031
H 3.98972 -2.33174 5.72509
H 4.05707 -1.01503 3.64996
H 1.03179 0.36017 3.92351
H 1.11812 2.47997 5.15374
H 2.62388 4.29898 4.39630
H 4.03291 3.96458 2.39112
H 3.94977 1.84803 1.15702
H 3.31491 0.59522 -0.85547
H 5.35431 0.25519 -2.19999
H 7.02248 -1.44696 -1.52056
H 6.63260 -2.79583 0.51538
H 4.61807 -2.44920 1.86418
Br -1.90648 -0.42703 3.25647
C -1.43378 1.24370 2.49462
C -1.91929 2.38562 3.09404
C -1.46307 3.61618 2.61822
C -0.57777 3.65661 1.56764
C -0.19595 2.45168 0.97382
N -0.58992 1.24723 1.47676
C 0.92213 2.38888 -0.02766
O 1.52615 3.39950 -0.33434
O 1.25532 1.17316 -0.37661
H -2.61344 2.30809 3.91696
H -1.80217 4.53119 3.08681
H -0.19012 4.57555 1.15534
Te -2.96356 -0.05851 -0.80259
Te -5.01430 0.12973 0.84237
Te -3.53831 -0.26749 -3.55675
Te -1.71297 2.25448 -1.71616
Br 2.28804 -3.60761 -0.89911
C 1.93628 -2.34320 -2.27117
C 2.35414 -2.65415 -3.55300
C 2.07280 -1.74904 -4.56167
C 1.40476 -0.57947 -4.24338
C 1.04865 -0.35617 -2.92587
N 1.30496 -1.23133 -1.93731
H 2.87186 -3.58179 -3.74665
H 2.36451 -1.96254 -5.58184
H 1.14066 0.14446 -5.00045
H 0.51525 0.54665 -2.64381

[2]
# C35H31BrF4N9Sr

C35H31BrF4N9Sr as an isolated structure (ωB97M-V/def2-TZVPD, the Open Molecules 2025 dataset).

- net charge = +1
- E_tot (eV) = -131951.6131
- Kohn-Sham gap (eV) = 5.05
- strongest force on any atom (eV Å⁻¹) = 2.18

Geometry (Å):
Sr -1.14221 0.64038 -0.84087
C 2.62870 3.07458 0.90072
C 2.00245 2.05187 0.20659
N 0.94812 1.43992 0.71312
C 0.57890 1.72629 1.98875
C 1.31795 2.67381 2.72388
N 2.25881 3.38098 2.12950
C -0.58616 1.03535 2.61659
C -0.72170 0.82749 3.97722
C -1.85855 0.21777 4.50759
C -2.93741 0.16254 3.63736
C -2.76874 0.39648 2.26229
N -1.53529 0.67347 1.75449
C -3.90450 0.41344 1.27965
C -5.27466 0.37320 1.65464
N -6.22944 0.35733 0.73704
C -5.88197 0.35181 -0.55505
C -4.56692 0.47081 -0.92810
N -3.59930 0.41237 -0.02239
C -1.98278 -0.36046 5.91358
C -2.78773 -1.43059 6.18598
C -2.90988 -1.88514 7.50326
N -2.26985 -1.36683 8.54823
C -1.41915 -0.37566 8.26840
C -1.26628 0.18923 7.01088
H 3.51189 3.64342 0.54749
H 2.43097 1.67750 -0.68535
H 1.06780 2.94597 3.74467
H 0.16934 0.92533 4.59841
H -3.90401 -0.09639 4.11353
H -5.53316 0.42558 2.69105
H -6.67100 0.27748 -1.29009
H -4.27137 0.59894 -1.98671
H -3.40700 -1.96792 5.44156
H -3.56295 -2.72791 7.71816
H -0.90466 0.08647 9.09592
H -0.62850 1.06097 6.91887
C 1.33065 -3.32597 -1.59568
C 0.52676 -2.18758 -0.96873
N -0.75393 -1.98913 -1.68597
C -1.73574 -2.93436 -1.17174
C -2.75366 -3.52584 -2.20700
C -0.64621 -1.88573 -3.16020
C 0.43422 -0.92820 -3.67105
N 0.30658 0.34938 -3.00998
C 0.60509 1.41522 -3.76370
C -0.15478 2.63490 -3.60731
F -1.11760 2.74202 -2.60548
C 0.18507 3.77883 -4.31450
F -0.41623 4.99714 -4.13514
C 1.26963 3.77621 -5.19494
C 2.00460 2.59745 -5.38547
F 3.02896 2.57749 -6.22676
C 1.72058 1.48747 -4.63052
F 2.52394 0.38953 -4.70742
H 2.09013 -2.95369 -2.25022
H 0.74641 -4.07791 -2.07808
H 1.88531 -3.88250 -0.82992
H 1.05698 -1.20643 -0.91087
H 0.27985 -2.47749 0.10196
H -2.23635 -2.41973 -0.33281
H -1.17584 -3.78384 -0.66506
H -3.50290 -2.78411 -2.52773
H -3.24156 -4.38624 -1.71236
H -2.16112 -3.92184 -3.06574
H -1.65969 -1.61781 -3.52824
H -0.45762 -2.91105 -3.58430
H 0.28310 -0.81841 -4.76560
H 1.42386 -1.39232 -3.46664
H 1.56165 4.67768 -5.76485
Br 6.35339 2.02898 -3.83421
C 6.06886 0.79604 -2.43633
C 6.79444 0.82123 -1.22436
C 6.35755 0.01826 -0.17856
C 5.25946 -0.80867 -0.41743
N 4.57633 -0.85634 -1.53972
C 4.97258 -0.09758 -2.55358
H 7.61577 1.54781 -1.07140
H 6.94168 -0.04271 0.76074
H 4.96463 -1.55085 0.34441
H 4.45541 -0.16920 -3.50836

[3]
# C35H31BrIIrN5OS

C35H31BrIIrN5OS as an isolated structure (ωB97M-V/def2-TZVPD, the Open Molecules 2025 dataset).

- net charge = +1
- relative energy (zero: lowest compared OMol25 entry of this formula, charge and spin) (kJ/mol) = 270.50
- E_tot (eV) = -138106.5209
- Kohn-Sham gap (spin up / spin down) (eV) = 6.68 / 6.68
- strongest force on any atom (eV Å⁻¹) = 5.45

Geometry (Å):
Ir 0.25914 -0.06252 -0.27315
C 3.07531 3.31172 1.45421
C 2.88467 3.19701 2.81512
C 2.07472 2.17615 3.29238
C 1.50274 1.30168 2.38725
N 1.70536 1.39570 1.08855
C 2.46003 2.38689 0.62333
C 0.52009 0.25458 2.79102
C 0.38851 -0.21849 4.08571
C -0.66416 -1.06136 4.37884
C -1.59156 -1.34231 3.39679
C -1.38589 -0.83910 2.12556
N -0.30973 -0.13469 1.82885
C -2.37386 -0.89955 1.01659
C -3.60367 -1.50745 1.13137
C -4.50710 -1.40482 0.08463
C -4.14602 -0.69788 -1.04386
C -2.87362 -0.15132 -1.09886
N -2.01010 -0.25251 -0.09225
H 3.67930 4.10628 1.03395
H 3.33871 3.90642 3.49835
H 1.86204 2.08212 4.35103
H 2.57413 2.43976 -0.45199
H 1.09854 0.06958 4.85059
H -0.78497 -1.46378 5.37856
H -2.47164 -1.93015 3.62158
H -3.86720 -2.05391 2.02843
H -5.48668 -1.86358 0.15824
H -4.82433 -0.58088 -1.88053
H -2.53283 0.38099 -1.97573
O -0.25440 2.17821 -0.57724
N -0.67052 2.62139 -1.75604
C -1.15268 3.88710 -1.83487
C -1.55849 4.41941 -3.02715
C -1.47310 3.63842 -4.17758
C -0.99774 2.35187 -4.07529
C -0.59481 1.82912 -2.84217
S -0.04685 0.19556 -2.69046
H -1.17927 4.41197 -0.89274
H -1.93499 5.43278 -3.05064
H -1.77914 4.03412 -5.13782
H -0.91874 1.70580 -4.94178
C 4.56406 -3.35180 1.04987
N 3.43097 -2.97969 0.22308
C 3.33510 -3.83178 -0.95654
C 2.22970 -2.75940 1.04047
C 0.90670 -3.04422 0.36465
C 0.46590 -4.36992 0.46836
C -0.64448 -4.84003 -0.21638
C -1.31304 -3.97477 -1.06623
C -0.92057 -2.64409 -1.14481
C 0.14799 -2.12763 -0.39955
H 5.48403 -3.28294 0.46608
H 4.48381 -4.38593 1.43551
H 4.64949 -2.67688 1.90318
H 4.28116 -3.76282 -1.49855
H 2.54136 -3.49500 -1.62143
H 3.15378 -4.89382 -0.71902
H 2.24216 -1.72259 1.39938
H 2.29321 -3.40959 1.92619
H 1.02755 -5.05045 1.10136
H -0.96239 -5.87264 -0.10960
H -2.15401 -4.32092 -1.66012
H -1.45255 -2.00679 -1.83755
Br 6.09178 -0.17320 -3.13160
C 5.92738 -0.08471 -1.25258
C 7.09337 0.00523 -0.50568
C 7.03113 0.02844 0.87845
C 5.80148 -0.03895 1.51714
C 4.63473 -0.10918 0.77036
C 4.68735 -0.13124 -0.61766
I 2.91104 -0.21515 -1.72583
H 8.04672 0.05793 -1.01700
H 7.94622 0.09540 1.45486
H 5.74560 -0.04359 2.60119
H 3.67948 -0.16001 1.27263